Entry 1:
{
  "formula": "C3H26N2O11",
  "method": "ωB97M-V/def2-TZVPD",
  "elements": ["O", "O", "O", "O", "O", "O", "O", "O", "O", "O", "O", "N", "N", "C", "C", "C", "H", "H", "H", "H", "H", "H", "H", "H", "H", "H", "H", "H", "H", "H", "H", "H", "H", "H", "H", "H", "H", "H", "H", "H", "H", "H"],
  "coordinates": [[-26.0357, 5.3953, 0.8154], [-24.1344, 0.4551, -1.7283], [-17.4561, 4.5510, 2.2224], [-19.3537, 1.0199, 2.0830], [-22.0980, 2.0417, -3.3373], [-21.8005, 5.2380, 2.7465], [-18.6418, 5.6113, 7.5916], [-25.7331, 6.5653, 5.3438], [-21.2492, 5.4291, -1.4316], [-22.4270, 8.9980, 4.6342], [-23.0567, 1.2229, 3.3112], [-18.2220, 7.7612, 7.9950], [-17.9014, 6.9352, 6.0018], [-23.4999, 2.0213, -3.4866], [-18.1545, 6.6534, 7.2970], [-24.2338, 1.8362, -2.1578], [-25.2129, 5.3872, 1.3044], [-23.7330, 3.0170, -3.8638], [-26.0422, 6.2428, 0.3706], [-17.6115, 3.6204, 2.0608], [-23.8265, 2.4690, -1.3693], [-21.6600, 9.4543, 4.9801], [-21.8973, 1.1758, -2.9746], [-23.9034, 1.2701, -4.1656], [-17.0292, 4.8649, 1.4252], [-23.4989, 1.3709, 4.1472], [-22.0711, 8.2157, 4.2128], [-21.7451, 5.5388, -0.6202], [-25.0395, 7.0223, 4.8681], [-21.4960, 4.5601, -1.7481], [-17.7086, 6.2335, 5.3014], [-18.4555, 7.6116, 8.9662], [-23.5638, 0.5282, 2.8912], [-17.6519, 7.8782, 5.7398], [-23.2508, 0.0816, -1.6910], [-18.7759, 0.5167, 2.6567], [-20.2352, 0.8317, 2.4052], [-22.1860, 4.3642, 2.8102], [-21.0287, 5.2016, 3.3116], [-25.7115, 5.6721, 5.0003], [-18.4282, 8.5188, 7.3596], [-25.3091, 2.0076, -2.1075]],
  "lowdin_charge": [-0.0511, -0.0897, -0.0557, -0.0507, -0.0477, -0.0503, 0.0630, -0.0485, -0.0484, -0.0483, -0.0492, 0.1487, 0.1358, -0.2556, -0.7737, -0.2098, 0.0183, 0.1206, 0.0324, 0.0195, 0.1083, 0.0264, 0.0741, 0.1207, 0.0305, 0.0334, 0.0203, 0.0202, 0.0199, 0.0131, 0.1066, 0.1224, 0.0339, 0.0911, 0.0671, 0.0319, 0.0155, 0.0204, 0.0326, 0.0237, 0.1056, 0.1226],
  "gap_ha": 0.3566,
  "energy_ha": -1067.0003,
  "total_charge": 0,
  "relative_energy_kcal_mol": 56.2,
  "smiles": "NC(N)=O.OCCO.O.O.O.O.O.O.O.O"
}


Entry 2:
{
  "formula": "C19H32Br3N3O6",
  "method": "ωB97M-V/def2-TZVPD",
  "elements": ["Br", "Br", "Br", "O", "O", "O", "O", "O", "O", "N", "N", "N", "C", "C", "C", "C", "C", "C", "C", "C", "C", "C", "C", "C", "C", "C", "C", "C", "C", "C", "C", "H", "H", "H", "H", "H", "H", "H", "H", "H", "H", "H", "H", "H", "H", "H", "H", "H", "H", "H", "H", "H", "H", "H", "H", "H", "H", "H", "H", "H", "H", "H", "H"],
  "coordinates": [[6.7744, -2.5389, 0.4469], [5.7955, -3.0022, -2.5780], [8.2110, -4.7544, -1.3851], [0.3012, -2.1616, 5.8601], [2.8457, -2.2814, -3.3607], [-2.1931, 2.1511, 1.5490], [1.8121, -2.2437, 4.0703], [-0.3512, 3.3668, -1.4557], [-3.3168, 3.2137, -1.6238], [-2.0997, -0.1401, 2.4271], [1.7651, -2.2919, -1.2770], [-1.0516, -2.1481, 2.3775], [0.7183, 3.2591, -0.4833], [-3.0962, 3.0902, 0.9139], [7.2986, -3.0422, -1.3523], [-1.2647, -0.0865, 3.6204], [2.4390, -1.5757, -2.3800], [-0.5497, -1.4625, 3.5569], [2.7541, -0.0078, -2.4395], [-1.9372, -2.7562, -0.5732], [0.5102, -1.6170, -0.8288], [-3.7830, 2.4908, -0.4393], [-0.8325, -2.1304, -1.5563], [-2.7771, -1.6449, 0.2605], [2.6596, -2.3396, -0.0519], [-1.0151, 2.0991, -1.6632], [0.5565, 4.3841, 0.6874], [-2.0020, -1.3387, 1.6280], [0.5498, -2.0054, 4.6233], [-2.9115, 1.0964, 2.2305], [-2.4521, 2.3242, -2.3710], [-4.9295, 2.5719, -0.3161], [-1.2981, -1.2521, -2.1314], [-0.5233, -2.9786, -2.2824], [-2.5583, 4.0675, 0.6120], [-0.7680, -3.0943, 2.0849], [-1.5351, -3.5792, 0.1245], [-2.7225, -3.2878, -1.2424], [3.7920, 0.2208, -2.8733], [1.7420, 3.4304, -0.9925], [-1.1157, 1.4694, -0.6990], [-2.2483, 2.8315, -3.3936], [0.7612, 2.2493, 0.0536], [3.7544, -2.5284, -0.3175], [-2.8409, -0.6887, -0.3907], [2.5786, -1.2941, 0.4505], [-3.1531, 1.4986, 3.2909], [-3.4596, 1.3800, -0.4937], [0.4382, -1.7955, 0.3150], [0.5276, -0.4627, -0.9435], [-0.3601, 1.4604, -2.3826], [-3.8789, -1.9556, 0.4352], [-3.9117, 0.8228, 1.7476], [-0.2918, 5.1070, 0.4085], [-2.9262, 1.2866, -2.5876], [1.5161, 5.0060, 0.8239], [-3.9196, 3.4130, 1.6680], [0.2865, 3.8678, 1.6780], [1.9322, 0.4779, -3.0985], [2.6305, 0.4727, -1.3968], [8.0116, -2.2947, -1.6972], [-1.1592, 0.7576, 4.3733], [2.2714, -3.0854, 0.7401]],
  "lowdin_charge": [0.5720, 0.6207, 0.5564, -0.0476, -0.0368, -0.1679, -0.1879, -0.1748, -0.1600, -0.0332, -0.1419, 0.1403, -0.2424, -0.1466, -1.6061, 0.0884, -0.3977, -0.0023, -0.0164, -0.1918, -0.2044, -0.1562, -0.1533, -0.0902, -0.0713, -0.1994, -0.0809, -0.0845, -0.5412, -0.1625, -0.1735, 0.1384, 0.1038, 0.1312, 0.1404, 0.1577, 0.1139, 0.1221, 0.0973, 0.1241, 0.1062, 0.1454, 0.1104, 0.0407, 0.1003, 0.1021, 0.1576, 0.0965, 0.1049, 0.1049, 0.1245, 0.1322, 0.1503, 0.0767, 0.1303, 0.0772, 0.1352, 0.0716, 0.0901, 0.0741, -0.0290, 0.1519, 0.1101],
  "gap_ha": 0.2729,
  "energy_ha": -9080.5892,
  "total_charge": 0
}


Entry 3:
{
  "formula": "C24H24F8O24Ti",
  "method": "ωB97M-V/def2-TZVPD",
  "elements": ["Ti", "F", "F", "F", "F", "F", "F", "F", "F", "O", "O", "O", "O", "O", "O", "O", "O", "O", "O", "O", "O", "O", "O", "O", "O", "O", "O", "O", "O", "O", "O", "O", "O", "C", "C", "C", "C", "C", "C", "C", "C", "C", "C", "C", "C", "C", "C", "C", "C", "C", "C", "C", "C", "C", "C", "C", "C", "H", "H", "H", "H", "H", "H", "H", "H", "H", "H", "H", "H", "H", "H", "H", "H", "H", "H", "H", "H", "H", "H", "H", "H"],
  "coordinates": [[-0.2010, -0.6902, -0.5538], [0.2117, -2.9129, -2.2879], [4.2690, -1.8274, 2.5981], [-1.9010, 4.5594, -1.7614], [1.0805, 3.6453, -4.0081], [-3.4131, -2.9146, 4.4888], [-2.7543, 2.7960, 4.7615], [4.0440, -1.2029, -4.5176], [-5.6857, -1.5023, -2.7725], [0.2031, 3.8927, -0.0736], [-2.6254, -3.0331, -2.6647], [-2.6669, -2.1448, 2.5424], [0.1234, 2.9557, 4.7556], [0.9138, -2.8290, -0.2480], [-1.8621, 3.2323, -0.0559], [0.6305, -3.5214, 1.9221], [3.1577, 0.2845, -3.2016], [-1.4362, 0.3242, -2.4868], [1.6084, -0.5475, -1.7935], [3.8061, -1.2308, -1.8104], [-1.9414, -2.3115, -0.5122], [-1.4622, 1.4411, -4.3898], [-2.6370, 0.1280, 2.2125], [2.9642, -0.3388, 1.5267], [-3.7199, -1.4096, -1.6165], [0.8167, -0.6500, 1.7275], [-1.3543, 3.9730, 3.5243], [0.0836, 2.0294, -2.9525], [-0.2674, 1.5405, 0.1112], [0.2569, 5.1944, 4.5791], [0.8888, -4.9186, 0.1302], [2.1552, 0.0660, 3.5500], [-1.5520, -0.8677, 3.9456], [0.7705, -3.7378, 0.7257], [-2.7084, -2.3149, -1.5262], [3.5500, 0.2061, 3.6906], [3.9918, -0.5602, 2.4375], [-3.8079, -2.8324, -3.3698], [-0.5699, 2.7554, 0.0542], [1.8501, -0.3590, 2.2497], [-2.3207, -0.8495, 2.8497], [0.5740, -4.9069, -1.2034], [-1.8779, 4.5627, -0.4518], [-2.4470, -2.9313, 3.6154], [-4.3299, -1.5236, -2.8509], [-0.9723, 1.2029, -3.2424], [-0.8320, 2.5928, -4.8207], [-0.2813, 4.1752, 4.3022], [5.0036, -0.8053, -2.5089], [2.7761, -0.4623, -2.1955], [-0.6849, 1.8454, 4.2094], [4.3832, -0.1846, -3.7148], [-1.8478, 2.7003, 3.7619], [-1.2511, -2.2155, 4.2930], [-0.5617, 5.0309, 0.0303], [0.5296, 2.5177, -4.1725], [1.1153, -3.4942, -1.4802], [-0.2213, -2.4215, 4.0012], [5.6561, -1.6545, -2.7119], [3.9431, 1.2227, 3.6805], [-0.3028, 1.2059, 3.4138], [-3.6523, -2.7940, -4.4479], [-4.3992, -3.7338, -3.2088], [-0.6676, 5.2809, 1.0860], [-2.7474, 5.0869, -0.0554], [5.0373, 0.4670, -4.2941], [0.9685, -5.6988, -1.8401], [-0.7744, 2.5667, -5.9088], [1.2678, 1.8866, -4.6672], [-0.2757, 5.9548, -0.4723], [2.1380, -3.5454, -1.8536], [-2.3607, 2.3587, 2.8628], [-0.5144, -4.9266, -1.2599], [-1.2371, -2.3637, 5.3728], [4.9657, -0.2442, 2.0639], [-2.1089, -3.9365, 3.3638], [-3.8543, -0.7194, -3.4123], [-1.2953, 3.5310, -4.5155], [5.5728, 0.0430, -2.1286], [3.8926, -0.2583, 4.6152], [-0.8153, 1.0707, 4.9651]],
  "mulliken_spin": [2.2937, 0.0234, 0.0001, 0.0001, -0.0001, 0.0002, -0.0001, 0.0010, -0.0003, 0.0000, 0.0084, 0.0026, 0.0002, -0.0058, -0.0049, -0.0004, 0.0028, 0.0428, 0.0637, 0.0248, 0.0457, 0.0011, 0.0001, 0.0121, 0.0061, -0.0262, -0.0002, 0.0084, 0.0700, 0.0000, -0.0005, 0.0005, -0.0018, 0.0278, 0.0330, -0.0008, -0.0018, 0.0016, 0.0404, 0.0492, 0.0474, 0.0029, 0.0008, 0.0008, 0.0000, 0.0136, 0.0007, -0.0001, 0.0043, 0.1851, 0.0025, 0.0033, 0.0003, -0.0021, 0.0009, 0.0004, 0.0050, 0.0007, 0.0013, 0.0002, 0.0068, -0.0002, 0.0004, 0.0002, -0.0001, 0.0002, 0.0000, 0.0000, 0.0019, -0.0001, 0.0060, -0.0003, 0.0005, 0.0000, -0.0005, -0.0003, 0.0002, -0.0001, 0.0006, 0.0001, -0.0003],
  "spin_multiplicity": 4,
  "gap_ha": [0.1626, 0.4013],
  "energy_ha": -4382.8565,
  "total_charge": 1,
  "s_squared": 3.756
}


Entry 4:
{
  "formula": "C5H14N2O",
  "method": "ωB97M-V/def2-TZVPD",
  "elements": ["O", "N", "N", "C", "C", "C", "C", "C", "H", "H", "H", "H", "H", "H", "H", "H", "H", "H", "H", "H", "H", "H"],
  "coordinates": [[0.2525, -1.9686, -0.0214], [0.0236, 2.2708, -1.9418], [-2.1659, -0.4708, -1.0512], [-1.2351, 0.2544, -1.6940], [0.7141, -0.5037, 1.8916], [0.6938, -1.9138, 1.3323], [1.6169, 0.4450, 1.1111], [-0.9273, 1.5593, -1.3391], [-0.6083, -1.5356, -0.0980], [1.6735, 1.4221, 1.5762], [0.5747, 2.8833, -1.3436], [-2.7255, -1.0606, -1.6598], [-0.3094, -0.1187, 1.9299], [-0.6493, -0.2873, -2.4381], [0.0785, -2.5578, 1.9676], [-1.4771, 2.1001, -0.5797], [1.7011, -2.3400, 1.3282], [1.0464, -0.5642, 2.9274], [1.2664, 0.5331, 0.0832], [2.6229, 0.0337, 1.0520], [-2.7814, 0.0719, -0.4508], [0.6151, 1.7475, -2.5819]],
  "mulliken_spin": [0.0056, 0.2642, 0.2157, 0.2571, 0.0012, -0.0024, 0.0034, 0.2512, 0.0020, -0.0004, 0.0040, 0.0066, 0.0010, 0.0027, 0.0007, 0.0065, 0.0002, -0.0003, -0.0038, -0.0004, -0.0067, -0.0081],
  "spin_multiplicity": 2,
  "gap_ha": [0.3630, 0.2444],
  "energy_ha": -383.3665,
  "total_charge": 1,
  "relative_energy_kcal_mol": 5.7,
  "s_squared": 0.758
}


Entry 5:
{
  "formula": "CN3O2S",
  "method": "ωB97M-V/def2-TZVPD",
  "elements": ["S", "O", "O", "N", "N", "N", "C"],
  "coordinates": [[-0.1545, -0.4172, 1.4346], [0.1265, 2.4104, -1.3549], [0.8765, 1.1419, 0.2076], [-1.6272, -0.6600, 1.4828], [-0.1092, 1.5748, -0.4886], [0.4615, -2.1366, -0.7676], [0.3625, -1.4339, 0.1486]],
  "lowdin_charge": [0.7144, -0.1357, -0.3398, -0.4496, -0.3165, 0.0702, -0.5430],
  "gap_ha": [0.3021, 0.3021],
  "energy_ha": -750.9192,
  "total_charge": -1,
  "relative_energy_kcal_mol": 39.1
}